Molecular formula: C50H46Cl2IN7O4P2SeSn
Method: DFT, ωB97M-V/def2-TZVPD

Each line ends with the Löwdin charge.
Cartesian coordinates (Å):
Sn: 1.76651 0.35285 0.33814  1.1376
C: 1.99965 3.32620 0.46669  -0.2094
N: 1.05091 2.35532 -0.03710  -0.2568
C: 0.50463 2.69387 -1.33432  -0.2081
C: 0.67462 1.69237 -2.43771  -0.3285
N: 1.67461 0.87232 -2.58733  0.1439
C: 1.40387 0.17901 -3.75042  -0.2350
C: 2.13994 -0.81379 -4.38604  -0.0232
C: 1.62114 -1.36452 -5.54228  -0.1206
C: 0.38694 -0.94330 -6.05952  -0.1187
C: -0.35094 0.05401 -5.44705  -0.0324
C: 0.18838 0.61409 -4.29662  -0.2107
N: -0.25144 1.60072 -3.44132  0.1828
C: 3.42030 2.91723 0.19640  -0.3240
N: 3.72884 1.71287 -0.20049  0.0694
C: 5.11478 1.65831 -0.21094  -0.2467
C: 5.97051 0.61018 -0.51724  -0.0567
C: 7.32772 0.84025 -0.40564  -0.1095
C: 7.82505 2.08383 0.00280  -0.1102
C: 6.97934 3.13574 0.30621  -0.0274
C: 5.61959 2.89776 0.18513  -0.1980
N: 4.51081 3.70513 0.39619  0.1620
H: 1.82116 4.32345 0.03906  0.1197
H: 1.90084 3.43304 1.54926  0.0889
H: -0.71112 2.80440 1.56466  0.1004
H: -0.57724 2.87117 -1.27481  0.0913
H: 0.92432 3.63707 -1.71834  0.1218
H: 3.08202 -1.13747 -3.96756  0.1088
H: 2.16850 -2.14354 -6.05843  0.0973
H: 0.00054 -1.41373 -6.95467  0.0950
H: -1.30950 0.36677 -5.83729  0.1048
H: -1.18447 1.98829 -3.39632  0.1380
H: 5.57645 -0.36237 -0.77766  0.1093
H: 8.02135 0.03395 -0.60229  0.0925
H: 8.89420 2.21722 0.10806  0.0878
H: 7.36171 4.08756 0.65077  0.1011
H: 4.49089 4.45758 1.06427  0.1555
C: -2.69035 -0.21277 2.34762  -0.3073
N: -3.21485 -0.77587 1.12409  -0.1835
C: -2.51312 -1.89450 0.52518  -0.3228
P: -1.09865 -1.45950 -0.63885  0.9139
C: -2.27448 -0.30793 -1.67612  -0.3257
C: -2.91624 -0.50288 -2.89826  -0.1166
C: -3.69701 0.48604 -3.48412  -0.1158
C: -3.89627 1.69819 -2.83788  -0.1196
C: -3.28590 1.91104 -1.60587  -0.1024
C: -2.47325 0.92900 -1.06052  -0.1530
C: -1.16076 -2.86065 -1.82140  -0.3862
C: -1.58697 -4.13093 -1.45039  -0.1043
C: -1.58589 -5.18047 -2.35632  -0.0882
C: -1.14892 -4.97913 -3.65727  -0.1062
C: -0.70847 -3.71884 -4.03738  -0.1001
C: -0.70785 -2.67648 -3.12445  -0.1253
C: -4.56043 -0.58085 0.86678  -0.2209
C: -5.15652 -1.03607 -0.32573  -0.0307
C: -6.48762 -0.80089 -0.59796  -0.1004
C: -7.29942 -0.10971 0.29238  -0.1334
C: -6.73162 0.33689 1.47177  -0.1158
C: -5.39621 0.10817 1.76508  -0.0350
P: -0.83814 -0.05322 2.47896  1.0623
C: -0.71956 1.56719 3.29332  -0.3629
C: -1.23361 2.76284 2.53510  -0.1893
C: -1.03806 4.05131 3.27258  -0.0880
C: -0.14464 4.18294 4.24432  -0.0421
C: 0.76837 3.04846 4.60982  -0.3788
C: 0.12878 1.72251 4.30665  -0.0631
C: -0.34973 -1.20086 3.80150  -0.3745
C: -1.16354 -1.60240 4.85670  -0.1010
C: -0.66104 -2.42188 5.85367  -0.1060
C: 0.66919 -2.82467 5.81747  -0.0939
C: 1.48825 -2.41530 4.77941  -0.0550
C: 0.97753 -1.61875 3.76537  -0.1067
H: -3.08989 -0.73895 3.22823  0.0861
H: -3.04942 0.81480 2.41093  0.0608
H: -3.23296 -2.49835 -0.02497  0.0745
H: -2.09010 -2.53258 1.30889  0.0689
H: -2.81301 -1.44953 -3.41712  0.0953
H: -4.17190 0.29922 -4.44135  0.0925
H: -4.52819 2.46030 -3.27876  0.0891
H: -3.43475 2.84531 -1.07690  0.1003
H: -1.97209 1.12985 -0.11707  0.0809
H: -1.88943 -4.31666 -0.42687  0.0931
H: -1.90796 -6.16347 -2.03537  0.0950
H: -1.12882 -5.80077 -4.36204  0.0906
H: -0.35482 -3.54192 -5.04588  0.0882
H: -0.35417 -1.70358 -3.43841  0.0773
H: -4.55766 -1.53311 -1.06950  0.0895
H: -6.89155 -1.15267 -1.53985  0.0971
H: -8.34143 0.07649 0.06867  0.0838
H: -7.33364 0.87430 2.19514  0.0927
H: -5.01097 0.46347 2.70724  0.0885
H: -2.29819 2.64592 2.29453  0.0961
H: -1.65076 4.89641 2.97402  0.0921
H: -0.00689 5.13555 4.74328  0.0988
H: 1.05014 3.08851 5.67049  0.1350
H: 0.55642 0.86578 4.81232  0.0960
H: -2.19103 -1.26485 4.92638  0.0859
H: -1.30329 -2.73276 6.66990  0.0884
H: 1.06486 -3.45343 6.60519  0.0919
H: 2.53165 -2.69778 4.73940  0.1030
H: 1.63385 -1.31397 2.96227  0.0536
I: 5.02692 -0.41396 2.94231  -0.0097
O: 1.93768 3.26089 3.82152  -0.2971
Se: 3.12738 1.87379 3.57579  0.7024
O: 3.03207 1.23989 5.05994  -0.4818
O: 2.21440 1.14864 2.38944  -0.7309
O: 4.29432 2.86682 3.05654  -0.4821
N: 0.97816 -3.71235 0.97510  -0.0500
C: 0.15739 -2.95010 0.66807  -0.4349
Cl: 2.52166 -3.73232 -1.75018  0.5820
C: 3.01580 -4.03936 -3.39659  -1.0465
Cl: 3.09695 -5.78563 -3.80394  0.4532
H: 4.01226 -3.64346 -3.56870  0.0186
H: 2.29264 -3.59820 -4.07356  -0.0221

Force components x, y, z for each atom (eV/Å):
0.581 -0.073 0.235
0.005 0.165 -0.050
-0.014 -0.102 -0.312
-0.145 0.092 0.129
0.009 0.044 0.189
0.096 0.042 0.152
0.020 0.031 -0.066
0.020 -0.003 -0.010
-0.055 0.018 -0.062
0.043 0.009 -0.041
0.034 0.008 -0.032
-0.118 0.023 -0.049
-0.051 0.045 -0.065
-0.100 0.017 0.018
-0.219 0.057 0.097
0.130 -0.013 -0.080
-0.024 -0.032 -0.004
0.029 0.045 -0.031
0.019 -0.028 0.004
0.003 0.002 0.003
0.075 -0.012 0.046
-0.024 0.007 -0.153
0.035 -0.022 0.003
-0.023 0.053 0.055
0.028 -0.015 0.039
-0.142 0.075 0.032
0.063 -0.044 0.055
0.056 -0.021 0.040
0.007 -0.020 -0.015
-0.007 -0.013 -0.019
-0.042 0.024 -0.006
0.059 -0.112 0.016
-0.007 -0.007 0.003
0.020 -0.025 -0.001
0.025 -0.001 -0.001
0.008 0.023 -0.003
-0.004 -0.014 0.043
-0.051 0.069 0.334
-0.315 -0.116 -0.058
-0.004 -0.118 0.153
-0.377 0.503 -0.482
0.086 -0.128 0.185
0.080 -0.170 -0.116
-0.051 0.059 -0.025
-0.005 0.034 0.017
0.018 0.030 -0.081
0.049 0.210 0.058
0.021 -0.007 0.043
-0.112 -0.084 0.104
0.012 -0.040 -0.055
0.023 -0.009 0.022
0.023 -0.095 -0.043
0.045 0.017 -0.035
0.027 -0.007 -0.041
0.057 0.009 0.058
-0.043 -0.011 -0.067
-0.039 0.012 -0.003
-0.042 0.045 0.049
0.067 -0.001 -0.002
-0.180 0.018 -0.285
0.097 0.015 0.069
-0.105 0.004 -0.091
0.045 0.001 0.043
-0.136 0.052 -0.011
-0.151 0.042 0.294
0.035 -0.053 -0.049
0.092 0.016 -0.109
-0.067 0.006 0.081
0.015 -0.022 0.048
-0.026 0.001 -0.005
0.074 -0.002 -0.031
-0.015 -0.093 0.116
0.026 0.035 -0.063
0.014 -0.034 0.051
0.071 -0.075 0.035
0.029 0.108 -0.025
0.008 0.011 0.010
-0.008 -0.009 -0.012
0.002 0.005 -0.001
0.000 0.026 0.011
0.059 0.031 -0.034
0.033 -0.005 -0.046
-0.001 -0.020 -0.001
-0.012 -0.023 -0.026
0.012 -0.011 -0.017
0.009 -0.023 0.048
0.027 -0.047 -0.053
-0.011 -0.010 -0.016
-0.020 0.003 -0.004
-0.020 0.008 0.011
-0.005 0.007 0.033
0.041 0.012 -0.008
-0.006 0.014 -0.014
0.030 0.014 0.012
-0.033 0.006 -0.106
-0.012 0.033 -0.004
0.021 -0.004 -0.019
0.000 -0.003 -0.001
0.013 -0.020 0.025
0.016 -0.012 0.010
0.007 0.001 -0.030
0.254 -0.378 -0.057
0.273 -0.078 -0.094
-0.377 0.580 0.165
0.095 0.076 -0.321
-0.077 -0.109 -0.002
-0.108 -0.249 0.108
0.066 -0.035 0.085
0.155 -0.188 0.079
-0.060 -0.079 0.024
0.050 0.014 -0.114
-0.020 0.028 0.033
-0.050 0.008 0.040
-0.026 -0.019 0.045

Results
**Total charge**: -2
**Highest occupied orbital energy**: -0.0816 hartree
**Frontier orbital gap**: 6.05 eV

Molecular formula: C50H46MoN3P3S
Method: DFT, ωB97M-V/def2-TZVPD

Each line ends with the Löwdin charge.
Cartesian coordinates (Å):
Mo: -0.23247 1.27642 -0.46110  1.0255
C: 1.48983 1.14143 5.86894  -0.0517
C: 2.23113 0.70870 4.77698  -0.0547
C: 1.89503 1.12639 3.49959  -0.1012
C: 0.80947 1.98092 3.30878  -0.3556
C: 0.07688 2.42676 4.40667  -0.0783
C: 0.42007 2.00496 5.68311  -0.0569
P: 0.32735 2.45465 1.62896  0.9943
C: -0.44008 4.08620 1.72789  -0.3928
C: 0.23741 5.25841 1.40596  -0.0818
C: -0.42604 6.47606 1.46220  -0.0530
C: -1.75945 6.52807 1.84056  -0.0522
C: -2.44133 5.36053 2.15846  -0.0570
C: -1.78695 4.14123 2.09452  -0.1244
C: 1.87433 2.51592 0.66667  -0.4127
C: 3.04348 3.17707 1.04420  -0.0687
C: 4.14886 3.10162 0.21776  -0.0343
C: 4.09270 2.36503 -0.96673  -0.0438
C: 2.93612 1.69934 -1.33233  -0.1069
C: 1.80310 1.76012 -0.51776  -0.3540
H: 1.75595 0.81778 6.86637  0.1160
H: 3.07852 0.05069 4.91854  0.1135
H: 2.48599 0.79208 2.65932  0.0932
H: -0.75436 3.10711 4.27722  0.1000
H: -0.14620 2.36018 6.53373  0.1160
H: 1.27589 5.22733 1.10283  0.1001
H: 0.10231 7.38640 1.21249  0.1161
H: -2.27038 7.48037 1.88739  0.1164
H: -3.48098 5.40202 2.45468  0.1147
H: -2.32395 3.23062 2.34517  0.1028
H: 3.08904 3.72404 1.97856  0.1255
H: 5.06480 3.60819 0.49183  0.1207
H: 4.96787 2.31075 -1.60133  0.1183
H: 2.95687 1.12629 -2.25427  0.0964
N: 0.33872 0.67214 -2.57567  -0.0706
N: 0.28168 1.69993 -3.53430  0.0047
C: -0.13284 2.94655 -3.24567  -0.7638
N: -0.18865 3.80006 -4.26490  0.1328
S: -0.55428 3.47435 -1.69008  0.7706
H: 1.28222 0.29300 -2.54316  0.0422
H: -0.25727 -0.08768 -2.89346  0.0285
H: 0.44057 1.42464 -4.49292  0.1604
H: 0.06812 3.55392 -5.20712  0.1282
H: -0.48852 4.74457 -4.08937  0.1149
C: -0.52302 -2.39133 -0.61057  -0.4578
P: -0.20117 -1.02030 0.55586  0.9340
C: 1.28309 -1.60960 1.41610  -0.3851
C: 2.54632 -1.34484 0.89096  -0.1362
C: 3.67649 -1.89711 1.47631  -0.0616
C: 3.55253 -2.70768 2.59589  -0.0569
C: 2.29525 -2.98269 3.11878  -0.0543
C: 1.16267 -2.44610 2.52629  -0.0850
C: -1.56131 -1.08732 1.75988  -0.3658
C: -1.37935 -0.62485 3.06345  -0.1068
C: -2.44940 -0.57607 3.94320  -0.0540
C: -3.71022 -0.98916 3.53280  -0.0556
C: -3.89769 -1.45379 2.23891  -0.0602
C: -2.83073 -1.49904 1.35402  -0.0941
P: 0.77496 -2.42703 -1.95919  1.0470
C: 1.37849 -4.14457 -1.85602  -0.3751
C: 1.95379 -4.58087 -0.66209  -0.0983
C: 2.48487 -5.85650 -0.56724  -0.0644
C: 2.46407 -6.70334 -1.66774  -0.0649
C: 1.91121 -6.26819 -2.86185  -0.0638
C: 1.36931 -4.99376 -2.95900  -0.0853
C: -0.28499 -2.46086 -3.45636  -0.4382
C: -1.48947 -3.16371 -3.53900  -0.0968
C: -2.25059 -3.12776 -4.69686  -0.0565
C: -1.81613 -2.39595 -5.79632  -0.0582
C: -0.60792 -1.71688 -5.74159  -0.0701
C: 0.15101 -1.75171 -4.57675  -0.1458
H: -1.49970 -2.24199 -1.06836  0.0212
H: -0.53494 -3.32769 -0.04873  0.0787
H: 2.65185 -0.71739 0.01749  0.0720
H: 4.65335 -1.69468 1.05685  0.1158
H: 4.43446 -3.13314 3.05654  0.1159
H: 2.19437 -3.62313 3.98506  0.1168
H: 0.18676 -2.67935 2.93472  0.1106
H: -0.39881 -0.31636 3.40507  0.0853
H: -2.29181 -0.22641 4.95538  0.1128
H: -4.54232 -0.96005 4.22371  0.1147
H: -4.87581 -1.78596 1.91663  0.1149
H: -3.00455 -1.85203 0.34544  0.0992
H: 1.99437 -3.92429 0.20001  0.0777
H: 2.92161 -6.18868 0.36564  0.1108
H: 2.88122 -7.69869 -1.59423  0.1127
H: 1.89584 -6.92259 -3.72330  0.1127
H: 0.93755 -4.67278 -3.89836  0.1004
H: -1.82641 -3.76375 -2.70198  0.1187
H: -3.17665 -3.68541 -4.75127  0.1168
H: -2.40866 -2.37684 -6.70148  0.1155
H: -0.24671 -1.18170 -6.61071  0.1100
H: 1.11389 -1.24891 -4.54583  0.0985
C: -4.78572 0.73189 -1.42757  -0.0410
C: -4.05235 0.06847 -2.41391  -0.0426
C: -2.66889 0.03724 -2.36693  -0.0835
C: -2.02052 0.66848 -1.30753  -0.3505
C: -2.75501 1.31746 -0.33525  -0.1976
C: -4.14471 1.36320 -0.37626  -0.0450
H: -5.86576 0.75246 -1.48722  0.1195
H: -4.57021 -0.42439 -3.22675  0.1175
H: -2.13826 -0.49729 -3.15032  0.0836
H: -2.24330 1.81422 0.51026  0.0595
H: -4.70684 1.87596 0.39215  0.1202

Force components x, y, z for each atom (eV/Å):
-0.522 0.532 -0.865
0.028 -0.016 -0.001
0.000 -0.009 0.032
-0.021 0.006 0.014
-0.031 -0.037 -0.045
-0.032 -0.033 0.010
-0.027 0.015 -0.015
0.150 0.276 0.061
0.023 0.006 0.000
0.002 -0.001 0.016
0.007 0.001 -0.002
-0.010 -0.001 0.004
-0.005 0.008 0.004
0.018 0.007 -0.024
0.067 -0.037 0.036
-0.006 -0.009 0.015
0.015 0.013 0.000
-0.004 -0.016 -0.013
0.013 -0.037 0.048
-0.020 -0.094 0.182
-0.001 -0.001 -0.002
-0.004 0.003 0.002
0.026 -0.051 -0.074
0.009 0.007 0.000
0.003 -0.001 0.001
-0.003 0.005 -0.001
-0.001 -0.002 0.001
0.000 -0.003 -0.001
0.001 -0.001 -0.001
-0.008 0.010 -0.001
0.003 -0.002 -0.002
-0.002 -0.002 -0.002
-0.002 0.002 0.001
0.001 0.005 -0.008
0.017 0.195 0.231
-0.042 0.093 0.023
0.025 -0.041 -0.074
-0.009 -0.002 0.000
0.039 -0.133 0.176
0.011 -0.036 -0.015
-0.028 0.002 -0.054
-0.001 -0.015 -0.031
0.003 0.000 0.003
-0.002 0.013 0.001
0.063 0.033 -0.042
-0.040 -0.240 0.132
-0.048 -0.035 0.083
0.014 0.072 0.011
0.013 0.022 0.017
0.003 -0.006 0.006
0.013 -0.015 -0.022
-0.015 -0.010 0.027
-0.053 -0.071 -0.098
0.013 0.066 0.029
0.003 0.004 0.003
-0.007 -0.015 -0.011
-0.009 0.014 0.027
0.017 -0.005 0.021
-0.008 -0.129 0.040
0.020 0.015 -0.037
0.000 0.010 0.032
0.003 -0.009 -0.003
0.005 -0.003 0.000
0.001 -0.015 0.003
-0.009 -0.011 0.002
-0.022 -0.055 -0.003
0.045 -0.006 -0.004
0.005 -0.003 0.019
0.006 0.010 -0.018
0.007 0.009 -0.008
-0.032 -0.054 -0.042
-0.020 0.016 -0.005
-0.009 -0.014 -0.032
0.003 0.045 -0.026
-0.006 0.002 0.001
-0.001 0.002 -0.002
0.002 -0.001 -0.004
0.062 -0.016 -0.022
-0.025 0.002 -0.014
-0.006 0.001 -0.006
0.002 0.001 -0.001
0.004 0.001 0.002
-0.005 -0.003 0.002
-0.019 -0.020 0.009
-0.005 0.003 -0.004
-0.002 0.004 0.000
0.000 0.001 0.003
0.007 -0.002 0.004
-0.007 0.009 0.017
0.005 0.007 0.007
0.006 0.005 0.004
-0.004 -0.004 -0.001
0.023 -0.025 -0.019
-0.011 0.015 0.026
0.025 -0.012 -0.015
-0.049 -0.015 -0.018
0.235 -0.106 0.083
0.136 -0.144 0.160
-0.014 -0.006 0.002
0.002 -0.002 -0.003
-0.006 0.005 0.005
-0.006 0.041 0.019
0.016 0.019 0.035
-0.001 -0.004 -0.001

Results
**Total charge**: +2
**Highest occupied orbital energy (alpha / beta)**: -0.4721 / -0.4720 hartree
**Frontier orbital gap (alpha / beta)**: 6.27 / 6.16 eV